one:
Formula: C5H8
Source: the OMol25 dataset
Level of theory: ωB97M-V/def2-TZVPD

Cartesian coordinates (Å):
C -0.245 -0.767 0.864
C -1.282 -0.207 -0.129
C -0.547 0.983 -0.727
C 0.763 0.948 -0.451
C 1.160 -0.240 0.288
H -0.283 -1.845 1.017
H -0.475 -0.328 1.865
H -1.506 -0.971 -0.890
H -2.251 0.072 0.311
H -1.043 1.724 -1.344
H 1.639 1.324 -0.980
H 2.089 -0.384 -0.810
H 1.981 -0.309 0.985

## Properties
* LUMO energy: 1.094 eV
* frontier orbital gap: 9.41 eV
* 2S+1: 1
* highest occupied orbital energy: -8.3 eV
* total charge: 0



two:
Formula: C5H8
Source: the OMol25 dataset
Level of theory: ωB97M-V/def2-TZVPD

Cartesian coordinates (Å):
C -0.240 -0.528 0.022
C 0.725 -0.945 1.120
C 0.345 -0.054 -1.298
C -0.227 1.148 -1.234
C -0.860 0.906 0.117
H 0.212 -1.035 2.085
H -1.017 -1.293 -0.105
H 1.531 -0.210 1.228
H 1.181 -1.915 0.892
H 1.001 -0.533 -2.022
H -0.252 2.002 -1.907
H -0.444 1.506 0.936
H -1.954 0.952 0.167

## Properties
* LUMO energy: 1.273 eV
* frontier orbital gap: 10.67 eV
* 2S+1: 1
* highest occupied orbital energy: -9.4 eV
* SMILES: C[C@@H]1C=CC1
* total charge: 0



It is two that is the most stable of them.



one:
Formula: C5H8
Source: the OMol25 dataset
Level of theory: ωB97M-V/def2-TZVPD

Cartesian coordinates (Å):
C 2.069 0.369 0.152
C 1.019 -0.565 0.043
C -0.440 -0.392 -0.424
C -1.744 -0.348 0.353
C -1.155 0.813 -0.234
H 1.807 1.544 0.152
H 3.192 -0.156 -0.002
H 1.713 -1.547 -0.077
H -0.120 -1.066 -1.272
H -1.645 -0.306 1.558
H -2.436 -1.183 0.006
H -1.610 1.517 -0.977
H -0.650 1.320 0.722

## Properties
* LUMO energy: 1.087 eV
* frontier orbital gap: 10.14 eV
* 2S+1: 1
* highest occupied orbital energy: -9.1 eV
* SMILES: C=CC1CC1
* total charge: 0



two:
Formula: C5H8
Source: the OMol25 dataset
Level of theory: ωB97M-V/def2-TZVPD

Cartesian coordinates (Å):
C -0.150 -0.797 0.788
C -1.228 -0.212 -0.150
C -0.523 0.983 -0.752
C 0.787 0.964 -0.507
C 1.209 -0.271 0.237
H -0.226 -1.882 0.915
H -0.306 -0.358 1.784
H -1.507 -0.932 -0.933
H -2.161 0.052 0.367
H -1.034 1.714 -1.371
H 1.544 1.600 -0.953
H 1.756 -0.840 -0.535
H 1.943 -0.131 1.040

## Properties
* LUMO energy: 1.246 eV
* frontier orbital gap: 10.29 eV
* 2S+1: 1
* highest occupied orbital energy: -9.0 eV
* SMILES: C1=CCCC1
* total charge: 0



three:
Formula: C5H8
Source: the OMol25 dataset
Level of theory: ωB97M-V/def2-TZVPD

Cartesian coordinates (Å):
C 1.751 0.597 -0.512
C 0.299 1.049 -0.571
C -0.345 0.924 0.780
C -0.991 -0.064 1.052
C -1.631 -1.340 0.807
H 2.326 1.257 0.139
H 2.189 0.593 -1.513
H 1.824 -0.420 -0.105
H -0.250 0.355 -1.232
H 0.170 2.047 -0.984
H -2.149 -1.727 1.677
H -2.335 -1.220 -0.028
H -0.857 -2.052 0.491

## Properties
* LUMO energy: 1.007 eV
* frontier orbital gap: 10.28 eV
* 2S+1: 1
* highest occupied orbital energy: -9.3 eV
* SMILES: CC#CCC
* total charge: 0



four:
Formula: C5H8
Source: the OMol25 dataset
Level of theory: ωB97M-V/def2-TZVPD

Cartesian coordinates (Å):
C -1.228 -0.752 -0.274
C -1.855 -0.764 0.894
C -0.170 0.235 -0.624
C 1.170 0.141 0.091
C 2.064 1.097 -0.123
H -1.536 -1.421 -1.070
H -2.553 -1.530 1.197
H -1.619 0.022 1.599
H -0.011 0.191 -1.710
H -0.534 1.263 -0.530
H 1.381 -0.690 0.746
H 3.027 1.086 0.372
H 1.954 1.896 -0.842

## Properties
* LUMO energy: 1.284 eV
* frontier orbital gap: 10.72 eV
* 2S+1: 1
* highest occupied orbital energy: -9.4 eV
* SMILES: C=CCC=C
* total charge: 0



It is two that is the most stable of them.



one:
Formula: C5H10N
Source: the OMol25 dataset
Level of theory: ωB97M-V/def2-TZVPD

Cartesian coordinates (Å):
C -1.666 -2.252 0.117
C -1.705 -0.821 -0.445
C -0.672 -0.003 0.252
C 0.451 0.380 -0.341
N 1.424 1.097 0.447
C 2.272 1.916 -0.015
H -2.607 -2.753 -0.089
H -0.874 -2.868 -0.299
H -1.598 -2.210 1.205
H -1.438 -0.856 -1.501
H -2.703 -0.409 -0.330
H -0.903 0.363 1.252
H 0.771 0.127 -1.344
H 1.392 0.863 1.436
H 2.283 2.138 -1.075
H 2.976 2.422 0.634

## Properties
* LUMO energy: -5.230 eV
* frontier orbital gap: 9.34 eV
* 2S+1: 1
* highest occupied orbital energy: -14.6 eV
* SMILES: C=[NH+]/C=C/CC
* total charge: +1



two:
Formula: C5H10N
Source: the OMol25 dataset
Level of theory: ωB97M-V/def2-TZVPD

Cartesian coordinates (Å):
C -1.114 -0.132 0.341
C -0.182 0.383 1.357
C -0.106 -0.934 0.996
C 0.312 1.546 2.085
C -0.123 -0.291 -1.867
N 0.864 -1.280 -1.636
H -2.217 0.093 0.373
H 0.228 -1.934 1.032
H -0.175 2.378 1.596
H 1.364 1.638 1.936
H -0.044 1.486 3.158
H -0.838 0.010 -1.000
H 0.283 0.620 -2.208
H -0.911 -0.570 -2.514
H 1.806 -0.853 -1.467
H 0.852 -2.159 -2.181

## Properties
* LUMO energy: -4.393 eV
* frontier orbital gap: 9.96 eV
* 2S+1: 1
* highest occupied orbital energy: -14.4 eV
* total charge: +1



three:
Formula: C5H10N
Source: the OMol25 dataset
Level of theory: ωB97M-V/def2-TZVPD

Cartesian coordinates (Å):
C 0.673 0.956 -2.135
C -0.999 -0.288 -0.768
C -0.228 -0.357 0.577
C -0.277 0.902 1.416
C 0.522 -1.515 0.919
N 0.206 0.304 -1.153
H 1.629 1.544 -1.973
H -0.049 1.199 -2.916
H -1.110 -1.157 -1.349
H -1.816 0.276 -0.678
H -0.363 0.516 2.411
H -1.076 1.533 1.029
H 0.808 1.385 1.415
H 1.609 -1.382 0.780
H 0.127 -2.391 0.364
H 0.345 -1.524 2.062

## Properties
* LUMO energy: -4.612 eV
* frontier orbital gap: 10.32 eV
* 2S+1: 1
* highest occupied orbital energy: -14.9 eV
* total charge: +1



It is one that is the most stable of them.